{"formula": "C4H8O", "method": "ωB97M-V/def2-TZVPD", "smiles": "OC1CCC1", "orbital_gap_ha": 0.3985, "largest_force_ha_per_bohr": 0.0471, "spin_multiplicity": 1, "e_above_lowest_kj_mol": 104.2, "e_lumo_ev": 1.02, "total_charge": 0, "e_homo_ev": -9.821, "elements": ["O", "C", "C", "C", "C", "H", "H", "H", "H", "H", "H", "H", "H"], "coordinates": [[1.696, -0.624, 0.211], [0.293, -0.518, 0.282], [-0.512, -0.230, -1.014], [-1.407, 0.667, -0.190], [-0.171, 0.818, 0.753], [1.910, -1.452, -0.209], [-0.127, -1.396, 0.799], [-0.936, -1.176, -1.450], [0.135, 0.321, -1.718], [-1.713, 1.593, -0.621], [-2.237, 0.133, 0.317], [-0.280, 0.947, 1.822], [0.469, 1.611, 0.382]], "forces_ev_per_a": [[0.062, 0.222, 0.128], [0.577, -0.167, -1.037], [0.293, -2.293, -0.724], [0.160, 0.094, 1.286], [-0.835, 0.368, 1.082], [0.232, -0.452, -0.193], [-0.095, 0.446, 0.140], [0.223, 1.134, -0.124], [-0.426, -0.269, 0.176], [-0.595, 0.431, -0.375], [0.439, 0.367, -0.476], [-0.279, 0.172, 0.277], [0.244, -0.054, -0.161]], "lowdin_charge": [-0.02, -0.42, -0.15, -0.16, -0.14, 0.08, 0.15, 0.12, 0.12, 0.09, 0.12, 0.10, 0.12]}